A cluster of 2 separate species, BrH5Si2 in total in a non-equilibrium geometry, computed with the ωB97M-V functional and the def2-TZVPD basis.

Cartesian coordinates (Å):
Si1 -0.2662 -0.4749 -1.5376
Si2 0.0691 1.2581 2.1591
Br1 2.1200 0.8556 2.8936
H1 0.4430 -0.5009 -2.9441
H2 0.3727 0.1969 -0.5034
H3 -0.4595 -1.9578 -1.4071
H4 -1.6122 0.3708 -1.4841
H5 -0.6669 0.2522 2.8236

Summary:
Orbital gap (eV): 7.75
Energy above the lowest of the compared OMol25 structures with the same formula, charge and spin (kcal per mole): 21.6
E_tot (eV): -85876.5735

Results of the Löwdin charge analysis, in e, for atoms 1 through 5: number 1, Si, carries 0.55; number 2, Si, carries 0.20; number 3, Br, carries 0.09; number 4, H, carries -0.10; number 5, H, carries -0.24


A cluster of 8 separate species, C5H23NO9 in total in a non-equilibrium geometry, computed with the ωB97M-V functional and the def2-TZVPD basis.

Cartesian coordinates (Å):
O1 1.8512 -1.5474 -1.0599
C1 0.6675 -1.3690 -1.2966
N1 -0.1830 -0.4494 -0.7997
C2 -1.5836 -0.6263 -0.5808
C3 -1.8670 -1.4108 0.7888
C4 -2.5280 -0.4999 1.7839
O2 -2.9981 0.5804 1.4991
C5 0.0746 -2.4155 -2.2505
H1 0.1888 0.3184 -0.2404
H2 -2.0625 0.4020 -0.6703
H3 -2.1698 -1.2988 -1.2008
H4 -2.3826 -2.3919 0.6980
H5 -0.9239 -1.7451 1.3188
H6 -2.7007 -0.8855 2.8178
H7 -0.5594 -2.0891 -3.0440
H8 0.8238 -3.0588 -2.7305
H9 -0.5976 -3.0542 -1.6749
H10 1.3401 1.1412 2.5415
H11 1.6976 -0.1037 1.5389
O3 0.9822 0.3863 2.0636
H12 0.1138 -0.6876 3.2032
H13 -0.0503 -2.0261 3.6322
O4 -0.5413 -1.1957 3.7317
H14 2.4246 1.9543 -0.8499
H15 3.5097 1.7933 -2.0004
O5 3.3088 1.6399 -1.0791
H16 0.1248 2.8295 -1.5080
H17 0.3369 2.5413 0.0522
O6 0.7554 2.8784 -0.7832
H18 2.6707 -0.8107 -0.1190
H19 3.5018 0.3200 0.6272
O7 3.0824 -0.5389 0.7323
H20 -1.0358 1.0290 -2.9398
H21 -1.0554 2.4595 -3.4976
O8 -1.1063 1.9600 -2.6780
H22 -1.8177 2.2450 1.1918
H23 -0.4262 1.5481 1.6870
O9 -0.8654 2.1776 1.0953

Summary:
Orbital gap (eV): 10.04
Energy above the lowest of the compared OMol25 structures with the same formula, charge and spin (kcal per mole): 33.8
E_tot (eV): -25475.8539
Structure (SMILES): CC(=O)NCCC=O.O.O.O.O.O.O.O

Results of the Löwdin charge analysis, in e, for atoms 1 through 5: number 1, O, carries 0.06; number 2, C, carries -0.46; number 3, N, carries 0.08; number 4, C, carries -0.17; number 5, C, carries -0.10


A cluster of 5 separate species, C3H16N2O6 in total in a non-equilibrium geometry, computed with the ωB97M-V functional and the def2-TZVPD basis.

Cartesian coordinates (Å):
O1 -1.8551 -1.7173 -1.1153
C1 -0.9313 -1.3646 -0.3239
N1 -1.2672 -0.6052 0.7979
C2 0.4635 -1.8198 -0.7025
N2 1.0461 -0.6996 -1.3210
C3 1.5711 -0.6869 -2.5846
O2 0.5200 -0.4562 -3.5409
H1 -2.0291 0.0107 0.7653
H2 -0.4187 -0.2946 1.2077
H3 0.2792 -2.7304 -1.3834
H4 1.1566 -2.1799 0.1333
H5 1.2728 -0.0523 -0.6109
H6 1.9978 -1.6430 -2.7699
H7 2.1976 0.1921 -2.7663
H8 -0.3193 -0.9166 -3.4033
H9 -1.1504 1.0965 3.0006
H10 -1.6140 2.3198 2.1328
O3 -0.9004 1.6654 2.2901
H11 1.5339 2.1006 -0.1155
H12 0.9873 1.8684 1.2897
O4 1.5023 1.4403 0.5438
H13 -1.9567 2.0683 -0.2758
H14 -0.7206 2.3380 -0.9834
O5 -1.1082 2.3787 -0.1578
H15 0.4904 -0.3800 3.6143
H16 -0.3230 -1.3097 2.7994
O6 -0.4242 -0.6229 3.4796

Summary:
Orbital gap (eV): 8.78
Energy above the lowest of the compared OMol25 structures with the same formula, charge and spin (kcal per mole): 48.2
E_tot (eV): -18634.5634
Structure (SMILES): NC(=O)CNCO.O.O.O.O

Results of the Löwdin charge analysis, in e, for atoms 1 through 5: number 1, O, carries -0.02; number 2, C, carries -0.44; number 3, N, carries 0.16; number 4, C, carries -0.16; number 5, N, carries -0.06


A structure of composition C5H10HgO3 in a non-equilibrium geometry, computed with the ωB97M-V functional and the def2-TZVPD basis.

Cartesian coordinates (Å):
O1 0.8109 -0.2648 0.2078
Hg1 0.3891 1.2759 -1.3542
O2 0.3281 1.7283 0.8520
C1 0.2176 0.5228 1.2175
O3 -0.7723 -0.0258 1.7846
C2 0.9909 -1.6552 0.4620
C3 2.1767 -2.1001 -0.3643
H1 1.1226 -1.7969 1.5444
H2 0.0866 -2.2190 0.1866
H3 3.1040 -1.6275 -0.0115
H4 2.2805 -3.1920 -0.3119
H5 2.0458 -1.8016 -1.4147
C4 -2.2557 0.2897 -1.0322
C5 -2.8810 1.5926 -0.6733
H6 -1.8512 -0.6763 -0.7218
H7 -2.4058 0.0451 -2.0930
H8 -2.1663 2.4285 -0.7180
H9 -3.3410 1.5704 0.3234
H10 -3.6882 1.8486 -1.3840

Summary:
Orbital gap (spin up / spin down) (eV): 8.63 / 7.06
Energy above the lowest of the compared OMol25 structures with the same formula, charge and spin (kcal per mole): 23.1
E_tot (eV): -15659.7757
Multiplicity: 3
⟨S²⟩: 2.01

Results of the Löwdin charge analysis, in e, for atoms 1 through 5: number 1, O, carries -0.29; number 2, Hg, carries 0.99; number 3, O, carries -0.15; number 4, C, carries -0.72; number 5, O, carries 0.02


The molecule C2H7NS in a non-equilibrium geometry, computed with the ωB97M-V functional and the def2-TZVPD basis.

Cartesian coordinates (Å):
C1 1.6115 0.6008 0.0458
S1 0.9951 -1.0865 0.1161
H1 2.5667 0.7857 0.5379
H2 1.8112 0.8170 -1.0049
H3 0.8821 1.2931 0.4480
C2 -0.7853 -0.7672 0.3882
N1 -1.3312 0.2868 -0.4559
H4 -1.2323 -1.7319 0.1182
H5 -0.9488 -0.6207 1.4523
H6 -2.2863 0.4690 -0.2317
H7 -1.2827 -0.0461 -1.4138

Summary:
Orbital gap (eV): 9.52
Energy above the lowest of the compared OMol25 structures with the same formula, charge and spin (kcal per mole): 4.5
E_tot (eV): -14512.4677
Structure (SMILES): CSCN

Results of the Löwdin charge analysis, in e, for atoms 1 through 5: number 1, C, carries -0.44; number 2, S, carries 0.77; number 3, H, carries 0.03; number 4, H, carries 0.02; number 5, H, carries 0.03


The molecule C7H10N2 in a non-equilibrium geometry, computed with the ωB97M-V functional and the def2-TZVPD basis.

Cartesian coordinates (Å):
N1 -1.1095 -2.0948 0.8660
C1 -0.4661 -1.0388 0.4778
C2 0.7825 1.2280 -0.6538
C3 -1.2214 0.1707 0.3103
C4 1.4888 0.0859 -0.4366
C5 -0.6509 1.2865 -0.3164
N2 0.9023 -1.0511 0.1831
C6 -1.4844 2.4792 -0.6510
C7 1.7026 -2.2335 0.5575
H1 -2.0998 -1.9040 1.0322
H2 1.2581 2.1311 -1.0558
H3 -2.2734 0.1626 0.5862
H4 2.5256 0.0520 -0.6687
H5 -1.7077 2.4265 -1.6927
H6 -1.0208 3.4010 -0.3981
H7 -2.4528 2.4880 -0.1268
H8 2.5473 -2.3538 -0.1151
H9 1.1281 -3.1744 0.5531
H10 2.1515 -2.0610 1.5490

Summary:
Orbital gap (eV): 8.45
Energy above the lowest of the compared OMol25 structures with the same formula, charge and spin (kcal per mole): 22.7
E_tot (eV): -10400.6263
Structure (SMILES): [H]/N=c1\cc(C)ccn1C

Results of the Löwdin charge analysis, in e, for atoms 1 through 5: number 1, N, carries 0.08; number 2, C, carries -0.42; number 3, C, carries -0.05; number 4, C, carries 0.01; number 5, C, carries -0.05


A structure of composition C35H37CaF5OP2Te in a non-equilibrium geometry, computed with the ωB97M-V functional and the def2-TZVPD basis.

Cartesian coordinates (Å):
Ca1 1.8244 -1.7159 -2.0844
C1 -2.6476 0.1162 0.3967
C2 -2.7821 0.0248 -0.9326
C3 -3.2323 1.1120 -1.8390
C4 -2.0607 1.8256 -2.5463
C5 -1.1348 2.5986 -1.6398
C6 -1.2625 2.8077 -0.3221
C7 -2.5186 2.7152 0.5469
C8 -2.7631 1.3479 1.2108
C9 3.0218 0.2826 -1.8244
H1 -2.5584 -0.8102 0.9640
H2 -2.6495 -0.9710 -1.3765
H3 -3.8905 1.8841 -1.4109
H4 -3.7983 0.6120 -2.6436
H5 -1.4718 1.0737 -3.1005
H6 -2.5211 2.5154 -3.2825
H7 -0.3599 3.1558 -2.2015
H8 -0.3800 3.2325 0.2053
H9 -3.4554 3.0436 0.0711
H10 -2.3295 3.4189 1.3788
H11 -2.0674 1.2985 2.0512
H12 -3.7826 1.3470 1.6195
H13 2.9880 -0.2802 -0.8096
H14 2.9940 1.3974 -1.7982
H15 3.9468 -0.0412 -2.3602
P1 0.2086 -2.3247 -8.5313
P2 2.1450 0.2405 -8.9765
C10 -0.3732 -0.7447 -9.2169
C11 0.4587 0.2962 -9.4742
C12 -0.5665 -3.4292 -9.8196
C13 -1.6762 -3.0628 -10.5982
C14 -2.1863 -3.9333 -11.5733
C15 -1.6033 -5.1848 -11.7866
C16 -0.4655 -5.5313 -11.0498
C17 0.0723 -4.6586 -10.0961
C18 -0.9417 -2.4190 -7.0963
C19 -0.7062 -1.5356 -6.0226
C20 -1.5200 -1.5600 -4.8884
C21 -2.5987 -2.4647 -4.8334
C22 -2.8247 -3.3679 -5.8918
C23 -1.9769 -3.3495 -7.0072
C24 2.7961 0.9284 -10.6099
C25 2.5934 0.1499 -11.7684
C26 2.9627 0.6360 -13.0263
C27 3.5111 1.9198 -13.1523
C28 3.6747 2.7159 -12.0158
C29 3.3200 2.2205 -10.7517
C30 2.1980 1.7936 -7.9646
C31 3.3513 1.9932 -7.1847
C32 3.5016 3.1615 -6.4292
C33 2.4749 4.1237 -6.4455
C34 1.3206 3.9291 -7.2181
C35 1.1852 2.7558 -7.9716
H16 -1.4572 -0.6501 -9.4245
H17 0.0906 1.1691 -10.0345
H18 -2.1729 -2.0989 -10.4627
H19 -3.0541 -3.6324 -12.1614
H20 -2.0261 -5.8792 -12.5176
H21 0.0052 -6.4982 -11.2099
H22 0.9754 -4.9262 -9.5442
H23 0.1026 -0.8088 -6.0838
H24 -1.3467 -0.8669 -4.0456
H25 -3.2674 -2.4630 -3.9655
H26 -3.6645 -4.0664 -5.8472
H27 -2.1436 -4.0448 -7.8229
H28 2.1291 -0.8365 -11.6966
H29 2.8226 0.0229 -13.9200
H30 3.7865 2.3069 -14.1338
H31 4.0763 3.7269 -12.1076
H32 3.4438 2.8689 -9.8843
H33 4.1166 1.2199 -7.1707
H34 4.4049 3.2959 -5.8272
H35 2.5857 5.0208 -5.8366
H36 0.5221 4.6750 -7.2128
H37 0.2789 2.5980 -8.5470
F1 1.3074 -3.0724 1.9252
Te1 1.1753 -1.1965 1.2490
F2 -0.5482 -1.0453 2.1211
F3 0.8817 0.7209 0.6634
F4 1.9509 -0.3346 2.9166
F5 3.0931 -2.1691 -0.3827
O1 0.4788 -1.6860 -0.4870

Summary:
Orbital gap (spin up / spin down) (eV): 5.37 / 5.89
Energy above the lowest of the compared OMol25 structures with the same formula, charge and spin (kcal per mole): 13.1
E_tot (eV): -96835.6833

Results of the Löwdin charge analysis, in e, for atoms 1 through 5: number 1, Ca, carries 1.42; number 2, C, carries -0.12; number 3, C, carries -0.12; number 4, C, carries -0.21; number 5, C, carries -0.20